Entry from the Open Molecules 2025 dataset: a structure of composition C5H4F13N2O9S4V (wB97M-V/def2-TZVPD).

ORCA input file:
```
! wB97M-V def2-TZVPD RIJCOSX def2/J DEFGRID3
* xyz -2 5
V -0.574 0.531 0.374
C -1.563 -2.312 -2.796
F -2.362 -2.681 -3.827
F -1.243 -3.405 -2.080
F -0.383 -1.897 -3.268
S -2.426 -1.039 -1.584
O -3.769 -0.766 -2.161
O -2.373 -1.686 -0.261
N -1.404 0.364 -1.510
S -1.684 1.130 -2.871
O -1.892 0.377 -4.115
O -2.824 2.056 -2.751
C -0.080 2.093 -3.284
F -0.268 3.358 -3.064
F 0.848 1.798 -2.370
F 0.312 1.800 -4.540
C 3.326 -0.189 0.747
F 3.447 0.070 2.032
F 3.001 0.959 0.123
F 4.461 -0.731 0.259
S 1.872 -1.535 0.551
O 1.634 -1.294 -0.870
O 2.294 -2.870 0.894
N 0.546 -0.804 1.487
S 0.481 -1.839 2.713
O 0.107 -3.218 2.307
O 1.568 -1.567 3.716
C -1.073 -1.273 3.654
F -0.819 -0.041 4.184
F -2.147 -1.329 2.867
F -1.206 -2.073 4.740
F -2.432 1.217 1.258
C 1.210 2.776 1.886
O 0.598 2.382 0.657
H 0.980 1.989 2.605
H 2.299 2.757 1.878
H 0.762 3.701 2.248
H 0.781 3.191 0.173
*
```

Calculated values
- ⟨S²⟩: 6.009
- DFT total energy: -4814.5141 a.u.
- LUMO (alpha / beta): 0.1669 / 0.1651 hartree

Entry from the Open Molecules 2025 dataset: an isolated molecule of C5H4F2S (wB97M-V/def2-TZVPD).

ORCA input file:
```
! wB97M-V def2-TZVPD RIJCOSX def2/J DEFGRID3
* xyz 0 1
C -0.175 0.733 2.836
C -0.307 0.692 1.632
C -0.513 0.690 0.159
S 0.593 1.988 -0.555
C -0.259 -0.643 -0.454
F -0.593 -0.637 -1.746
C 0.202 -1.730 0.130
F 0.343 -2.916 -0.479
H -0.021 0.824 3.876
H -1.542 0.858 -0.156
H 0.157 1.824 -1.796
H 0.474 -1.792 1.164
*
```

Calculated values
- Energy above the lowest of the compared OMol25 structures with the same formula, charge and spin: 2.145 eV
- DFT total energy: -790.7306 a.u.
- LUMO: 0.0254 hartree
- SMILES string: C#C[C@@H](S)/C(F)=C/F

Entry from the Open Molecules 2025 dataset: the ion C5H4F3N2S with charge -1 (wB97M-V/def2-TZVPD).

ORCA input file:
```
! wB97M-V def2-TZVPD RIJCOSX def2/J DEFGRID3
* xyz -1 1
C 1.852 -0.463 -1.418
C 2.182 -1.102 -0.317
C 0.269 -0.271 0.611
C -1.478 0.710 -0.869
C -0.555 0.117 1.735
N 0.595 0.192 -1.627
N -0.136 0.172 -0.529
F 0.030 -0.302 2.975
F -0.800 1.461 1.918
F -1.861 -0.300 1.815
S 3.168 -1.994 0.605
H 2.358 -0.707 -2.304
H -1.732 1.709 -0.356
H -1.719 0.715 -1.855
H -2.174 0.065 -0.384
*
```

Calculated values
- DFT total energy: -1000.1279 a.u.
- LUMO: 0.1349 hartree

Entry from the Open Molecules 2025 dataset: a cluster of 2 separate species, C5H4F4 in total (wB97M-V/def2-TZVPD).

ORCA input file:
```
! wB97M-V def2-TZVPD RIJCOSX def2/J DEFGRID3
* xyz 0 3
C -1.974 0.657 -0.490
C -2.138 1.887 -0.858
C 2.326 -1.452 0.276
C -1.825 -0.497 0.044
C 2.148 -0.213 0.597
F -2.132 -0.786 1.279
F -1.152 -1.490 -0.577
F 1.184 0.247 1.353
F 2.851 0.811 0.188
H -1.426 2.709 -0.776
H -3.056 2.176 -1.309
H 2.046 -2.389 0.702
H 3.146 -1.661 -0.430
*
```

Calculated values
- ⟨S²⟩: 2.009
- DFT total energy: -592.1061 a.u.
- LUMO (alpha / beta): 0.0291 / -0.1040 hartree

Entry from the Open Molecules 2025 dataset: a structure of composition C5H4F6O2S (wB97M-V/def2-TZVPD).

ORCA input file:
```
! wB97M-V def2-TZVPD RIJCOSX def2/J DEFGRID3
* xyz 0 1
C -1.859 0.060 -0.424
C -3.320 0.329 -0.423
C -1.151 -0.816 0.266
C 3.047 -1.149 0.024
C 0.788 1.283 0.454
O -1.008 0.693 -1.173
O 1.840 -1.145 0.429
F 3.906 -0.599 0.986
F 3.236 -0.460 -1.101
F 3.541 -2.335 -0.239
F 1.781 1.196 1.268
F 1.052 2.213 -0.439
F -0.311 1.576 1.118
S 0.495 -0.320 -0.517
H -3.561 0.860 0.509
H -3.757 -0.595 -0.403
H -3.506 0.915 -1.274
H -1.214 -1.704 0.938
*
```

Calculated values
- Energy above the lowest of the compared OMol25 structures with the same formula, charge and spin: 1.679 eV
- DFT total energy: -1340.7006 a.u.
- LUMO: 0.0126 hartree

Entry from the Open Molecules 2025 dataset: an isolated molecule of C5H4FN (wB97M-V/def2-TZVPD).

ORCA input file:
```
! wB97M-V def2-TZVPD RIJCOSX def2/J DEFGRID3
* xyz 0 1
F 1.987 -0.895 0.795
C 0.783 -0.557 0.398
C 0.399 0.889 0.680
C -0.719 1.463 0.124
N -1.425 0.858 -0.760
C -1.220 -0.362 -1.057
C -0.277 -1.217 -0.308
H 1.186 1.531 1.247
H -0.974 2.349 0.472
H -1.616 -0.959 -1.904
H -0.300 -2.174 -0.674
*
```

Calculated values
- Energy above the lowest of the compared OMol25 structures with the same formula, charge and spin: 1.864 eV
- DFT total energy: -347.4766 a.u.
- LUMO: 0.0329 hartree
- SMILES string: Fc1ccncc1

Entry from the Open Molecules 2025 dataset: an isolated molecule of C5H4FNO (wB97M-V/def2-TZVPD).

ORCA input file:
```
! wB97M-V def2-TZVPD RIJCOSX def2/J DEFGRID3
* xyz 0 1
F 1.312 -1.792 -0.973
C 0.045 -2.118 -0.357
C -0.700 -1.239 0.179
C -0.144 0.111 0.485
C 1.034 0.688 0.096
O 0.870 2.067 0.051
C -0.461 2.252 0.360
N -1.164 1.133 0.619
H -0.308 -3.165 -0.841
H -1.735 -1.688 0.395
H 2.011 0.346 -0.314
H -0.759 3.405 0.301
*
```

Calculated values
- Energy above the lowest of the compared OMol25 structures with the same formula, charge and spin: 2.424 eV
- DFT total energy: -422.6962 a.u.
- LUMO: 0.0344 hartree
- SMILES string: F/C=C\c1cocn1

Entry from the Open Molecules 2025 dataset: an isolated molecule of C5H4FNO (wB97M-V/def2-TZVPD).

ORCA input file:
```
! wB97M-V def2-TZVPD RIJCOSX def2/J DEFGRID3
* xyz 0 1
C 2.910 -1.166 1.139
C 2.324 -0.112 0.505
O 0.962 -0.215 0.310
C 0.277 0.744 -0.275
C -1.028 0.646 -0.527
F -1.744 1.584 -1.130
C -1.834 -0.493 -0.158
N -2.493 -1.426 0.129
H 2.160 -1.666 1.726
H 3.959 -1.260 1.272
H 2.694 0.915 0.169
H 0.745 1.743 -0.485
*
```

Calculated values
- Energy above the lowest of the compared OMol25 structures with the same formula, charge and spin: 2.839 eV
- DFT total energy: -422.6809 a.u.
- LUMO: 0.0221 hartree
- SMILES string: C=CO/C=C(/F)C#N